[1]
34
Properties=species:S:1:pos:R:3:forces:R:3:nbo_charge:R:1 method="wB97M-V/def2-TZVPD" gap_ev=8.1 fmax_ha_per_bohr=0.0159 e_above_lowest_kcal_mol=0.0
C 2.19078 1.55061 0.27816 -0.2 0.0 0.1 -0.6829
C 1.55653 2.62822 -0.57783 0.7 -0.1 0.3 -0.1451
I 2.89370 3.87997 -1.56334 0.0 0.1 0.0 0.1880
C 0.24520 2.76527 -0.63704 -0.7 0.0 0.0 -0.1879
I -0.70875 4.29055 -1.69991 -0.1 -0.1 -0.1 0.1572
C -0.63915 1.70822 -0.01349 -0.2 -0.3 0.1 -0.2942
C -0.96517 0.60982 -1.04038 -0.3 0.2 -0.1 -0.4422
C -1.56524 -0.59954 -0.35694 0.1 0.0 -0.1 -0.2495
N -2.80742 -0.20554 0.42240 -0.1 -0.2 0.1 -0.4969
C -2.65714 1.01367 1.30385 0.0 0.1 0.1 -0.2144
C -1.97142 2.17000 0.58334 0.0 0.0 0.0 -0.4234
H 2.02091 1.78861 1.33706 0.1 0.0 -0.1 0.2218
H 1.71262 0.58530 0.08352 0.4 0.1 0.0 0.2567
H 3.26500 1.47091 0.12983 -0.1 0.0 -0.1 0.2461
H -0.08343 1.24345 0.81493 0.0 0.1 -0.2 0.2387
H -0.08840 0.28067 -1.60061 0.0 0.0 0.2 0.2970
H -1.68256 1.02460 -1.76732 0.2 -0.1 0.0 0.2043
H -1.85768 -1.37358 -1.07152 -0.1 0.1 0.1 0.2360
H -0.86504 -1.04348 0.35720 -0.1 0.1 -0.1 0.2816
H -3.04410 -0.99815 1.02194 -0.1 0.1 -0.1 0.4342
H -3.59781 -0.08444 -0.21302 0.1 0.1 0.0 0.4214
H -3.66328 1.29285 1.62563 0.1 -0.1 0.0 0.2230
H -2.09228 0.69141 2.18246 0.0 0.0 -0.2 0.2255
H -1.82006 2.97225 1.31265 -0.1 -0.1 -0.1 0.2468
H -2.62533 2.55094 -0.21076 0.1 0.0 0.2 0.2225
N 2.77819 -3.06145 -0.49148 -0.5 -0.1 0.0 -1.2142
S 2.78416 -4.35642 0.45753 0.2 0.1 0.1 2.5190
O 1.95492 -5.40809 -0.02709 0.0 0.0 0.0 -0.9232
O 2.77723 -4.04280 1.84705 0.0 0.0 0.0 -0.9227
F 4.25561 -4.79115 0.13244 0.0 0.0 0.0 -0.4847
S 1.47306 -2.23770 -0.57955 0.4 0.0 -0.1 2.5215
O 1.53290 -1.26723 -1.63203 0.1 -0.1 0.0 -0.9603
O 0.92658 -1.77638 0.67294 0.0 0.0 0.1 -0.9883
F 0.36688 -3.27141 -1.08062 -0.1 0.1 0.0 -0.5113

***

[2]
84
Properties=species:S:1:pos:R:3:forces:R:3:lowdin_charge:R:1 method="wB97M-V/def2-TZVPD" gap_ev="6.2 / 6.6" fmax_ha_per_bohr=0.0620 s_squared=0.757 charge=+1 e_above_lowest_kcal_mol=0.0 multiplicity=2
Ti -0.63557 0.28071 -0.78815 -0.2 0.2 0.1 0.1156
C 6.19559 4.25897 1.95978 -0.5 -0.5 -0.4 -0.0594
C 5.61423 3.94434 3.19304 -0.1 0.2 0.0 -0.0628
C 4.33878 3.35699 3.23324 0.1 0.0 0.1 -0.1255
C 3.66341 3.06038 2.05101 -1.4 0.2 0.1 -0.3876
C 4.20274 3.43717 0.83851 0.8 -0.5 -0.8 -0.1624
C 5.49941 3.95147 0.77076 -0.1 0.0 1.2 -0.0606
Sb 1.51521 2.50192 2.05539 1.0 0.2 0.4 1.6605
C 1.16902 0.46012 0.40879 0.4 0.9 -0.2 -0.4860
C 2.34122 0.80083 -0.36483 -0.5 0.0 1.3 -0.1954
C 3.56449 0.25689 -0.03001 1.6 0.3 -1.2 -0.0954
C 3.71071 -0.70813 0.94906 -2.3 0.2 0.5 -0.0338
C 2.55218 -1.05589 1.67654 0.7 0.0 0.7 -0.0741
C 1.31146 -0.42788 1.49401 1.4 0.0 -0.1 -0.2071
C 1.66259 1.68859 4.04607 -0.1 -1.1 0.2 -0.4301
C 2.70858 0.79028 4.35691 -0.5 -0.2 0.5 -0.1401
C 2.60882 -0.03950 5.50547 1.4 0.3 -1.1 -0.0738
C 1.53583 0.05767 6.34348 -1.1 1.0 0.4 -0.0851
C 0.52499 0.99705 6.09091 -0.7 -0.4 -0.1 -0.0751
C 0.55537 1.76260 4.92651 0.4 0.0 -0.2 -0.1397
H 7.19127 4.70767 1.89842 -0.4 -0.2 0.1 0.1127
H 6.16066 4.17352 4.11777 -0.4 -0.1 -0.4 0.1146
H 3.81466 3.13774 4.15750 0.5 0.1 0.2 0.0846
H 3.65762 3.18705 -0.07038 0.3 0.3 0.0 0.0831
H 5.99472 4.05712 -0.16976 0.1 0.4 -0.5 0.0996
H 2.24819 1.58326 -1.12053 0.1 -0.4 0.0 0.0875
H 4.49979 0.56136 -0.54325 -0.8 0.0 0.2 0.1312
H 4.67278 -1.08939 1.21271 0.3 -0.3 0.0 0.1120
H 2.68388 -1.72514 2.51689 -0.1 -0.2 0.0 0.1092
H 0.49475 -0.59290 2.21454 0.4 -0.1 -0.4 0.1049
H 3.58003 0.71732 3.69500 -0.4 -0.1 0.3 0.0955
H 3.41403 -0.75010 5.74779 -0.4 0.4 -0.3 0.1178
H 1.43784 -0.52898 7.24208 0.2 -0.3 0.0 0.1089
H -0.35910 1.00678 6.76226 0.7 0.3 -0.5 0.1197
H -0.27829 2.41923 4.67322 0.1 -0.1 0.2 0.0891
C -1.65077 -5.76770 -0.56384 -0.7 -0.9 0.1 -0.0552
C -0.86146 -4.54455 -0.22419 0.6 1.1 -0.9 -0.4490
C -0.33499 -4.50156 1.20102 -0.3 -1.4 -0.1 -0.0374
O -1.76240 -3.35375 -0.39298 0.2 -0.2 -0.4 -0.3199
P -1.54920 -2.40635 -1.66208 0.0 -0.3 0.6 -0.0069
S 0.36176 -1.70329 -1.61175 -0.1 -0.9 -0.4 0.4253
S -2.76435 -0.81839 -1.51907 0.0 -0.3 0.1 0.4118
O -1.86113 -3.34976 -2.89777 0.0 0.7 -0.1 -0.2900
C -2.14713 -2.72244 -4.23056 -0.3 -0.8 -0.1 -0.4272
C -1.25666 -3.42957 -5.23437 -0.6 -0.5 1.0 -0.0306
C -3.62773 -2.96878 -4.51330 0.0 1.2 1.4 -0.0367
H -1.09061 -6.68961 -0.37601 0.3 0.2 -0.1 0.0934
H -1.93984 -5.76587 -1.61410 0.0 0.0 0.0 0.0786
H -2.56453 -5.88591 0.03819 0.2 0.4 -0.1 0.0981
H -0.05941 -4.41100 -1.01784 -0.6 -0.2 1.2 0.1235
H -1.19711 -4.67940 1.88665 0.6 0.4 -0.3 0.1014
H 0.21203 -3.59136 1.43591 -0.1 0.0 0.0 0.0604
H 0.33586 -5.38644 1.32592 -0.3 0.7 0.0 0.1014
H -1.91685 -1.65596 -4.14548 -0.1 -0.1 -0.1 0.0953
H -1.59409 -4.46093 -5.32356 0.0 -0.1 0.0 0.0912
H -0.26545 -3.45035 -4.83371 0.8 0.1 -0.2 0.0746
H -1.31999 -2.99794 -6.21051 0.1 0.5 -0.5 0.0828
H -3.89359 -4.01240 -4.33028 0.0 0.2 0.1 0.0924
H -3.84573 -2.72504 -5.53548 -0.1 0.1 -0.6 0.0781
H -4.21563 -2.26039 -3.85803 0.3 -1.0 -0.6 0.0857
S -0.46593 1.77047 -2.40909 0.3 0.8 -0.1 0.6463
C -1.57710 1.68650 -3.77527 0.0 0.2 -0.7 -0.6499
C -1.11934 1.06146 -4.95542 -0.3 0.4 -0.4 -0.1173
C -1.64674 1.41680 -6.20668 -0.7 -0.1 1.0 -0.0599
C -2.81109 2.18856 -6.21384 0.2 0.0 -0.2 -0.0958
C -3.36790 2.61836 -5.03381 -0.1 0.4 1.3 -0.0846
C -2.72870 2.46849 -3.77954 -0.2 -0.8 -1.6 -0.0994
H -0.37251 0.28948 -4.85299 0.6 0.3 -0.1 0.0968
H -1.24293 1.10629 -7.15701 0.2 -0.4 0.1 0.1038
H -3.32656 2.46802 -7.12720 0.3 -0.2 -0.1 0.1080
H -4.30791 3.14510 -5.08405 -0.1 0.2 0.1 0.1023
H -3.17275 2.85717 -2.87542 0.2 0.2 0.0 0.1007
N -5.72756 2.33849 3.92073 0.5 -0.2 -0.7 0.2049
C -4.90171 2.11011 3.14547 -1.4 0.7 1.4 -0.1836
C -3.78111 1.87093 2.33718 2.4 -0.9 -1.8 -0.1673
C -3.34490 0.50895 2.19380 -0.3 0.6 0.8 0.0407
C -2.13134 0.27456 1.55319 -0.8 2.2 -0.6 -0.1558
N -1.58785 1.28746 0.85820 0.2 1.3 -0.3 -0.1035
C -1.98237 2.62840 0.88651 -0.3 -2.8 0.3 -0.0970
C -3.05615 2.95731 1.69527 -0.9 -1.2 0.6 0.0343
H -3.92036 -0.34008 2.60733 0.3 0.8 -0.1 0.1431
H -1.59545 -0.66603 1.44204 -0.6 -0.2 0.3 0.1025
H -1.44756 3.27650 0.18013 -0.3 -0.2 0.6 0.1081
H -3.42710 3.97631 1.80697 0.2 -0.3 0.0 0.1293

***

[3]
101
Properties=species:S:1:pos:R:3:forces:R:3:lowdin_charge:R:1 method="wB97M-V/def2-TZVPD" gap_ev=6.7 fmax_ha_per_bohr=0.0495 charge=+1
C 1.25794 -2.84436 5.18762 0.6 0.6 -0.3 -0.0922
C 1.54588 -2.48996 3.69620 -0.3 -1.0 1.0 -0.2367
C 1.26880 -3.74007 2.84462 -0.5 0.7 -0.4 -0.1569
C 1.29003 -3.49580 1.30574 0.6 -0.3 1.5 -0.1375
O 1.53973 -2.09586 1.08868 -0.9 -0.1 -0.9 -0.0241
C 1.63352 -1.70531 -0.23055 0.5 -0.5 2.2 -0.4714
O 2.97242 -1.34777 -0.44051 -0.2 0.0 -0.9 0.1019
C 0.95957 -2.52354 -1.33327 1.3 0.6 -2.1 -0.1364
C 1.68974 -3.75914 -1.91475 0.2 0.2 0.7 -0.1622
O 1.27384 -4.99574 -1.41597 -0.2 0.4 0.0 -0.1249
C -0.02976 -5.37016 -1.83912 -0.2 -0.7 -0.3 -0.2168
C -0.08142 -6.02011 -3.23167 -0.7 0.4 0.1 -0.2198
C -1.25915 -7.00931 -3.29512 0.6 -0.1 0.2 -0.0997
C 1.09563 -1.41800 -2.46146 -1.2 0.0 1.3 -0.0638
C 0.64026 -0.22170 -1.63251 1.1 0.0 -1.9 -0.4785
S -0.20189 1.15542 -2.39324 -0.7 0.2 0.5 0.8959
N 0.91765 -0.38789 -0.39458 -0.9 0.6 -0.5 0.1006
C 0.61387 0.59217 0.66401 1.2 0.1 1.1 -0.1187
O -0.29104 0.08461 1.59132 -0.2 0.5 -0.7 -0.0115
C -1.46486 0.84692 1.67192 -0.7 -0.5 -0.1 -0.2035
C -1.43966 2.20104 1.89835 1.2 0.2 0.0 0.0180
C -2.58457 2.96615 1.98756 0.0 0.8 0.1 -0.2602
C -2.46612 4.45976 2.20461 -0.4 -0.5 -0.4 -0.0315
C -3.80050 2.33147 1.86880 -0.2 -0.3 -0.2 -0.0268
C -3.82269 0.96813 1.63994 -0.7 0.1 0.2 -0.0173
C -2.68525 0.19589 1.54122 0.0 -0.7 0.1 -0.1441
C -2.85637 -1.29331 1.32226 0.1 -0.4 0.0 -0.3134
C -1.99099 -2.19063 2.24795 -0.2 0.0 -0.6 -0.0258
C -2.73300 -1.67175 -0.18337 -0.5 0.1 0.2 -0.0328
H 2.19056 -3.02564 5.72481 -0.1 -0.3 0.0 0.0700
H 0.79819 -1.98068 5.67140 -0.1 -0.2 0.1 0.0689
H 0.60160 -3.70872 5.28005 0.0 0.0 0.1 0.0679
H 2.58934 -2.19292 3.59541 -0.1 0.3 -0.1 0.1100
H 0.86332 -1.68170 3.45115 0.3 0.1 -0.5 0.0797
H 0.25821 -4.06301 3.10931 0.1 -0.1 0.0 0.0999
H 1.93799 -4.55319 3.12911 0.1 0.1 -0.1 0.1199
H 0.32001 -3.80790 0.92015 0.2 0.1 -0.5 0.1063
H 2.11661 -4.06927 0.88112 -0.3 -0.1 -0.3 0.1295
H 3.50793 -2.14560 -0.53945 0.0 0.0 0.2 0.1231
H -0.10295 -2.65008 -1.13621 0.1 -0.2 0.2 0.1306
H 2.75213 -3.64778 -1.66199 0.0 -0.2 -0.1 0.1370
H 1.65587 -3.70913 -3.01018 -0.3 -0.2 0.0 0.1337
H -0.38648 -6.09794 -1.10712 0.2 0.0 0.1 0.1248
H -0.75283 -4.54291 -1.81720 0.2 0.1 0.1 0.1165
H 0.86316 -6.50275 -3.48350 0.0 -0.1 0.2 0.1166
H -0.27345 -5.24243 -3.97957 0.3 -0.1 -0.1 0.1012
H -2.21911 -6.49784 -3.36363 0.0 0.0 -0.1 0.0763
H -1.12261 -7.68886 -4.13584 -0.3 0.1 -0.1 0.0748
H -1.27087 -7.62394 -2.39090 0.0 0.0 -0.1 0.0724
H 0.48358 -1.60027 -3.34402 0.0 0.2 0.0 0.1170
H 2.14790 -1.33375 -2.73729 0.0 0.2 0.0 0.1430
H 0.81217 1.89474 -2.89299 0.3 -0.6 0.2 -0.0805
H 0.29270 1.52268 0.20060 -0.2 -0.2 -0.2 0.1051
H 1.56593 0.79878 1.16709 0.0 -0.2 -0.1 0.1672
H -0.47196 2.68823 2.00956 -0.1 0.0 0.1 0.1376
H -1.88824 4.67212 3.10524 -0.1 0.2 0.0 0.0687
H -3.47729 4.86533 2.25637 0.2 0.2 0.3 0.0780
H -1.99863 4.91951 1.33005 0.2 0.0 0.2 0.0845
H -4.74819 2.84961 1.94701 0.1 0.2 0.0 0.1188
H -4.78899 0.47987 1.56380 0.1 0.0 0.0 0.1224
H -3.89199 -1.51341 1.58469 0.0 0.1 0.0 0.1214
H -1.35099 -2.81344 1.62183 0.2 0.1 0.2 0.0469
H -2.62847 -2.87833 2.80478 0.1 0.1 0.1 0.0881
H -1.37317 -1.60965 2.92485 0.0 -0.1 0.1 0.0725
H -2.23747 -2.63584 -0.32439 0.1 0.1 0.0 0.0577
H -2.27022 -0.87186 -0.76997 0.3 -0.2 0.0 0.0650
H -3.73783 -1.79036 -0.59664 0.1 0.0 -0.1 0.0819
C 1.34554 -0.43277 -8.79248 0.1 -0.1 -0.1 -0.0640
C 2.01076 -0.49298 -7.42127 -0.3 0.1 -0.1 -0.4281
C 1.39475 -1.54200 -6.48311 0.3 0.0 0.2 -0.2102
O 0.15215 -1.16669 -5.90682 0.0 -0.2 -0.1 -0.2232
C -0.97319 -1.38826 -6.74691 -0.2 0.2 0.2 -0.0921
N 1.99819 0.84835 -6.82854 0.0 -0.2 0.3 0.0430
H 0.38412 0.07939 -8.76299 0.0 0.0 0.1 0.0669
H 1.97678 0.11543 -9.49079 0.0 0.0 0.0 0.0810
H 1.18904 -1.43357 -9.19966 0.0 0.0 0.0 0.0819
H 3.05374 -0.78143 -7.57988 0.0 0.0 0.1 0.1382
H 2.07869 -1.67500 -5.63717 0.0 0.0 0.0 0.1094
H 1.30863 -2.51863 -6.97500 -0.1 0.0 -0.1 0.1225
H -0.84735 -2.27988 -7.36536 0.1 0.0 0.0 0.0946
H -1.16490 -0.51938 -7.37796 0.0 -0.1 -0.1 0.0791
H -1.84344 -1.52821 -6.10543 0.0 0.0 0.0 0.0876
H 2.53122 0.83462 -5.96248 0.1 0.1 -0.1 0.0643
H 1.04541 1.04396 -6.53067 0.0 0.1 -0.1 0.0664
C 1.31386 6.80513 4.36083 0.1 0.0 -0.2 -0.0714
C -0.11666 7.24125 4.66322 0.3 -0.1 0.2 -0.4352
C -0.20647 8.56348 5.44036 -0.3 0.1 -0.1 -0.2104
O 0.09499 8.45750 6.81700 0.1 0.0 -0.1 -0.1867
C 1.47485 8.48049 7.13705 -0.1 -0.1 0.2 -0.1025
N -0.80862 6.15002 5.35804 -0.2 0.1 -0.1 0.0364
H 1.81178 6.38927 5.23629 0.0 0.0 0.0 0.0650
H 1.31619 6.02903 3.59375 0.0 0.0 0.0 0.0676
H 1.91124 7.64079 3.99115 0.0 0.0 0.0 0.0796
H -0.61619 7.40066 3.70223 -0.1 0.1 0.0 0.1306
H -1.24352 8.90749 5.39699 0.0 0.0 0.1 0.1228
H 0.40518 9.34471 4.97088 0.1 -0.1 0.0 0.1214
H 2.03598 9.13503 6.46432 0.0 0.0 0.0 0.0913
H 1.89918 7.47386 7.11708 0.1 0.0 -0.1 0.0747
H 1.57221 8.86133 8.15314 -0.1 0.0 0.0 0.0891
H -1.78691 6.40294 5.47116 0.0 -0.1 -0.1 0.0748
H -0.45427 6.12126 6.31089 0.1 -0.1 0.0 0.0713

***

[4]
22
Properties=species:S:1:pos:R:3:forces:R:3:nbo_charge:R:1 method="wB97M-V/def2-TZVPD" gap_ev=10.4 fmax_ha_per_bohr=0.0188 charge=+1 e_above_lowest_kcal_mol=23.1
C 2.19141 1.54751 -1.77369 0.3 0.1 0.4 0.5539
N 1.64555 0.83143 -2.74356 0.1 -0.1 0.0 -0.5623
C 0.79654 -0.32104 -2.49318 -0.1 0.4 0.2 -0.4283
O 2.05172 1.32900 -0.56484 -0.4 0.0 -0.2 -0.7184
H 2.81737 2.37999 -2.10298 0.1 0.0 -0.1 0.1557
H 1.92352 1.05857 -3.67804 -0.1 0.0 -0.3 0.4190
H -0.19515 0.02229 -2.19479 -0.1 -0.1 0.0 0.1984
H 1.22471 -0.90511 -1.68216 0.0 -0.2 -0.1 0.2125
H 0.69876 -0.90980 -3.39508 0.1 -0.1 -0.1 0.2373
C -1.40682 -0.86958 2.17036 -0.8 0.1 0.4 -0.2394
N -2.68886 -1.51441 1.86880 0.8 0.5 -0.2 -0.8122
C -1.01968 0.03143 1.00650 0.5 -0.4 0.2 -0.2220
N 0.32369 0.64574 1.30053 -0.6 0.5 0.2 -0.6927
H -0.60097 -1.58216 2.39368 0.1 0.0 -0.2 0.1714
H -1.54695 -0.25870 3.06753 0.1 0.0 0.0 0.2041
H -2.53775 -2.09880 1.05564 -0.4 -0.3 0.1 0.3568
H -2.99641 -2.07869 2.65065 0.0 -0.1 -0.1 0.3838
H -1.72470 0.83578 0.82839 -0.1 0.0 0.0 0.2362
H -0.90842 -0.57085 0.10584 0.0 0.1 -0.1 0.2088
H 0.82139 1.03801 0.45784 0.4 -0.5 0.0 0.4816
H 0.21599 1.42555 1.94978 0.0 0.0 0.1 0.4276
H 0.91505 -0.03616 1.77281 0.3 0.0 -0.2 0.4283

***

[5]
12
Properties=species:S:1:pos:R:3:forces:R:3:nbo_charge:R:1 method="wB97M-V/def2-TZVPD" gap_ev=9.1 fmax_ha_per_bohr=0.0639 smiles="CC1=CC(=O)SC1=O" e_above_lowest_kcal_mol=2.1
C -1.59597 0.68783 -0.03526 -1.0 -1.5 -1.6 -0.6479
C -0.25120 0.04016 -0.06775 -2.0 -0.6 0.1 -0.0502
C 0.87430 0.68606 0.05145 3.1 1.1 -0.3 -0.2645
C 2.16435 -0.13378 -0.00175 0.3 -0.3 0.4 0.4236
O 3.33362 0.20573 0.03911 -2.4 -0.3 -0.2 -0.4959
S 1.63536 -1.87810 -0.05857 -0.2 -0.1 -0.1 0.1464
C -0.15349 -1.47102 -0.02364 0.3 -0.6 0.3 0.4281
O -1.04541 -2.28381 0.10497 1.3 1.5 -0.4 -0.4943
H -2.32261 0.30745 -0.82485 1.3 0.4 0.4 0.2421
H -1.54027 1.75203 -0.11703 0.0 0.6 0.3 0.2291
H -2.11312 0.31445 0.81874 -0.3 0.2 1.2 0.2439
H 1.01444 1.77300 0.11459 -0.3 -0.5 0.0 0.2395